ORCA calculation (ωB97M-V with the def2-TZVPD basis set) on an isolated molecule of C4H8O2.

Computed properties:
energy relative to the best compared isomer or geometry (same formula, charge and spin)	1.636	eV
charge	0
structure (SMILES)	O[C@H]1C[C@@H](O)C1

Structure (XYZ):
```
14
C4H8O2 | OMol25 | ωB97M-V with the def2-TZVPD basis set
O 2.01205 0.91850 -0.22591
C 0.95571 0.30661 0.47475
C -0.39923 0.99086 0.24098
C -1.02856 -0.40037 -0.02044
O -1.75222 -0.58878 -1.21339
C 0.37932 -1.00681 -0.09955
H 2.79230 0.35791 -0.13054
H 1.19139 0.22236 1.54557
H -0.37721 1.59690 -0.66869
H -0.79725 1.57747 1.07315
H -1.59780 -0.76354 0.84707
H -2.60747 -0.15071 -1.12465
H 0.66464 -1.12625 -1.14875
H 0.56434 -1.93415 0.45040
```

ORCA calculation (ωB97M-V with the def2-TZVPD basis set) on a cluster of 11 separate species, C30H71FIN2O13 in total at a distorted geometry.

Computed properties:
charge	+1

Structure (XYZ):
```
118
C30H71FIN2O13 | OMol25 | ωB97M-V with the def2-TZVPD basis set
O -1.20100 1.77081 -3.18183
C -0.43917 0.89036 -2.47639
C -1.06143 -0.59434 -2.15590
C -1.03479 -0.98395 -0.52801
C 0.10231 -2.07894 -0.11795
C 0.06682 -2.35392 1.53608
C 1.08253 -3.39392 2.28952
C 2.24731 -2.49915 3.04743
F 1.81439 -2.02911 4.38537
C -1.09874 -1.43380 2.21568
O -1.18100 -1.57203 3.71082
N -2.08425 -0.49718 1.64783
N -2.04771 -0.28325 0.30607
C -3.09536 0.70092 -0.25834
C -2.59118 2.26642 -0.20199
O -3.34929 3.30922 -0.64349
I -0.63608 2.81024 0.65602
H 0.63331 1.25446 -2.16254
H -2.15150 -0.75553 -2.60769
H -0.37693 -1.37172 -2.74980
H 0.87499 -2.60054 -0.84136
H 1.58559 -4.07072 1.47729
H 0.50871 -4.13005 3.03381
H 3.23933 -3.14284 3.06602
H 2.47570 -1.55541 2.39344
H -2.14083 -1.73588 3.98326
H -3.53060 0.36164 -1.29169
H -4.00657 0.62799 0.51013
C -2.53715 4.02738 5.30507
C -1.83820 4.11211 3.96405
O -0.60479 3.41034 4.01471
H -1.90742 4.45035 6.09469
H -3.48786 4.56751 5.28418
H -2.73004 2.98427 5.57618
H -1.62767 5.15457 3.70722
H -2.45614 3.67944 3.17131
H -0.80340 2.48407 4.23515
C -2.67916 -5.28181 -1.87448
C -3.30101 -4.07122 -2.53916
O -2.33237 -3.40320 -3.33404
H -1.83281 -4.98396 -1.24684
H -3.41187 -5.80550 -1.25408
H -2.28989 -5.97825 -2.62431
H -3.66889 -3.36779 -1.78625
H -4.13996 -4.36220 -3.17868
H -2.01817 -4.03370 -4.00468
C 5.89226 0.35484 4.36159
C 5.68258 0.32300 2.86191
O 4.62810 -0.57131 2.53844
H 6.13181 -0.64509 4.73802
H 6.70522 1.03639 4.62734
H 4.97985 0.67762 4.87357
H 6.58947 -0.02103 2.35575
H 5.42994 1.31677 2.47970
H 3.82557 -0.25231 2.98589
C 3.24070 -0.53021 -4.71431
C 2.28719 -1.47924 -4.01848
O 0.94593 -1.14114 -4.33949
H 3.04191 0.50387 -4.41409
H 4.27913 -0.77449 -4.47344
H 3.11018 -0.57709 -5.80039
H 2.40555 -1.41318 -2.93284
H 2.47112 -2.51400 -4.32334
H 0.84899 -1.21102 -5.30475
C -7.34031 -4.87867 0.61340
C -6.64137 -4.79394 -0.72762
O -5.40796 -5.49571 -0.67695
H -6.71059 -4.45570 1.40302
H -8.29102 -4.33854 0.59251
H -7.53320 -5.92178 0.88452
H -6.43084 -3.75148 -0.98444
H -7.25931 -5.22661 -1.52036
H -5.60656 -6.42198 -0.45652
C 6.62337 -3.67946 -2.19576
C 5.21435 -3.32195 -1.77044
O 4.37662 -3.21099 -2.91160
H 7.02574 -2.91872 -2.87275
H 7.28312 -3.76427 -1.32768
H 6.63431 -4.62881 -2.74113
H 5.20485 -2.36223 -1.24522
H 4.80026 -4.08439 -1.10358
H 4.38525 -4.07077 -3.36627
C -2.86542 7.89338 2.63981
C -3.24786 8.44078 3.99926
O -2.42697 7.86267 5.00340
H -2.97400 6.80401 2.61912
H -3.49226 8.32575 1.85485
H -1.81668 8.11312 2.41473
H -4.28995 8.19997 4.22963
H -3.12961 9.52818 4.03200
H -1.50452 8.08936 4.79433
C -5.36972 10.25133 -1.76638
C -5.29169 8.97257 -0.95847
O -4.83709 9.25655 0.35646
H -4.38928 10.73645 -1.81474
H -5.71429 10.04906 -2.78441
H -6.05513 10.96475 -1.29727
H -4.58926 8.27124 -1.41862
H -6.27089 8.48825 -0.89460
H -5.47207 9.87342 0.75931
C -1.15929 -2.89219 -8.13690
C -1.55782 -4.11036 -7.32990
O -0.71887 -4.23336 -6.19087
H -0.11511 -2.96782 -8.45773
H -1.79368 -2.78564 -9.02134
H -1.24151 -1.98307 -7.53230
H -1.45320 -5.01867 -7.93076
H -2.59680 -4.03627 -6.99446
H -0.82544 -3.42557 -5.65971
C 9.22733 -2.11837 5.20312
C 9.22154 -1.72972 3.73924
O 8.99568 -0.33389 3.60884
H 8.27460 -1.85601 5.67474
H 9.39570 -3.19253 5.32080
H 10.01022 -1.57727 5.74452
H 8.42384 -2.25596 3.20656
H 10.17557 -1.97705 3.26368
H 9.71393 0.12436 4.07803
```

ORCA calculation (ωB97M-V with the def2-TZVPD basis set) on a structure of composition F4KN2O8S4 at a distorted geometry.

Computed properties:
energy relative to the best compared isomer or geometry (same formula, charge and spin)	3.662	eV
charge	-1

Structure (XYZ):
```
19
F4KN2O8S4 | OMol25 | ωB97M-V with the def2-TZVPD basis set
K -0.18778 -0.25008 -0.03493
N -1.38421 2.22808 0.39210
S -2.40957 2.39898 1.43837
O -3.56651 3.27600 1.29944
O -1.89353 2.18360 2.78020
F -3.08364 0.93300 1.26063
S -0.78146 3.79874 0.63477
O -0.18506 4.20285 1.93616
O -1.51018 4.79417 -0.26898
F 0.55512 3.55199 -0.19654
N 1.63171 -1.97852 -0.93847
S 1.00247 -3.12490 -2.03369
O -0.44580 -3.25017 -1.94658
O 1.80964 -4.25755 -2.44338
F 1.07185 -2.14064 -3.28187
S 2.20313 -3.04092 -0.05912
O 3.61220 -3.39722 -0.20623
O 1.26312 -4.02298 0.53516
F 2.29850 -1.90444 1.13296
```

ORCA calculation (ωB97M-V with the def2-TZVPD basis set) on the ion C8H17IN3O2 with charge +1 at a distorted geometry.

Computed properties:
charge	+1
structure (SMILES)	COCN1C(N)=[NH+]CO[C@@H]1CCCI

Structure (XYZ):
```
31
C8H17IN3O2 | OMol25 | ωB97M-V with the def2-TZVPD basis set
C -1.95420 1.55174 -2.32687
O -1.76134 2.32767 -1.13657
C -1.83361 1.57378 0.02155
N -0.61940 0.71560 0.22330
C 0.55782 1.38953 0.36143
N 0.89264 2.31453 -0.52549
N 1.33917 1.16228 1.43142
C 1.23106 -0.13062 2.11179
O -0.12548 -0.35888 2.32447
C -0.84147 -0.45977 1.10925
C -0.59557 -1.76469 0.34538
C 0.63224 -1.80638 -0.58652
C 1.66405 -2.85492 -0.17604
I 3.64691 -2.24858 -0.66999
H -1.84244 2.22988 -3.16529
H -2.95715 1.12300 -2.34230
H -1.21238 0.75215 -2.38980
H -2.67707 0.88310 -0.01158
H -1.94282 2.25857 0.86286
H 0.16820 2.71779 -1.10709
H 1.82672 2.68742 -0.56252
H 2.28377 1.52243 1.35748
H 1.69430 -0.90730 1.50191
H 1.73857 -0.07118 3.06793
H -1.88268 -0.42249 1.41659
H -1.49683 -1.95033 -0.23894
H -0.55628 -2.55669 1.09475
H 0.31151 -2.00839 -1.60699
H 1.12072 -0.83406 -0.61484
H 1.68125 -3.02545 0.89725
H 1.50980 -3.80977 -0.66650
```

Number 1: E -307.65230 Ha, orbital gap 10.833 eV, LUMO 0.97 eV. Number 2: E -2670.09434 Ha, orbital gap 6.337 eV, LUMO -4.95 eV. Number 3: E -3303.61999 Ha, orbital gap 9.753 eV, LUMO 1.91 eV. Number 4: E -927.23225 Ha, orbital gap 9.471 eV, LUMO -2.89 eV.